284
Properties=species:S:1:pos:R:3:forces:R:3 method="wB97M-V/def2-TZVPD" spin_multiplicity=1 orbital_gap_ev=0.83 largest_force_ev_per_a=3.58 e_lumo_ha=-0.09332 total_charge=+1 e_homo_ha=-0.1237 energy_ev=-147962.5948
C 12.8208 3.8392 10.2064 0.46 -0.20 -0.19
C 11.6900 4.4074 11.0351 -1.67 -0.92 0.88
O 10.5124 3.6728 11.1156 1.27 0.67 -0.45
H 12.5458 3.8063 9.1522 0.11 -0.14 -0.16
H 13.1594 2.8562 10.5341 -0.59 -0.39 0.00
H 13.7379 4.4121 10.3434 0.13 0.65 -0.26
H 11.5433 5.4543 10.7696 -0.32 0.84 -1.11
H 12.1254 4.6290 12.0094 0.49 -0.43 1.22
C 14.4079 -3.8326 7.0790 -0.39 0.11 0.09
C 14.5683 -4.2469 5.6177 1.97 -0.01 -0.61
O 15.8331 -4.7106 5.3246 -0.26 -0.20 0.43
H 15.2330 -3.2046 7.4149 0.35 -0.31 -0.04
H 14.3179 -4.7497 7.6611 0.36 0.04 0.33
H 13.5231 -3.2356 7.2998 -0.54 0.06 -0.19
H 14.3791 -3.4218 4.9309 -0.63 0.96 -0.07
H 13.7888 -4.9706 5.3795 -0.69 -0.61 0.05
C 18.1110 9.7204 6.3909 -0.56 0.83 0.56
C 17.3553 10.7617 7.3097 -0.40 1.16 -1.21
O 16.7137 11.8329 6.6596 0.74 -1.28 0.38
H 18.9145 10.1959 5.8285 -0.12 0.21 -0.21
H 17.3809 9.2811 5.7112 0.08 -0.01 -0.18
H 18.5816 8.9219 6.9646 -0.08 -0.19 0.28
H 18.0525 11.1349 8.0598 0.92 0.21 0.28
H 16.6773 10.1948 7.9477 -0.66 -0.64 0.08
C 11.8592 5.4451 3.1616 0.36 0.43 0.71
C 10.9510 6.6604 3.2869 -1.43 1.03 0.27
C 11.4826 7.9915 2.7255 0.06 0.10 -0.85
N 10.6094 9.2117 2.9075 -2.99 0.64 -0.11
C 11.2213 10.4831 2.2914 -0.84 0.46 0.16
C 10.3710 11.7856 2.5346 0.06 -0.82 -0.40
C 10.1414 12.0676 3.9893 1.96 0.49 0.56
C 9.5686 10.8594 4.6752 -0.86 -1.41 -1.25
C 10.3090 9.4918 4.4137 0.23 1.03 -0.34
C 9.2477 8.9754 2.1204 1.27 -0.27 0.74
H 11.3717 4.5266 3.4884 -0.29 0.16 -0.24
H 12.7034 5.5433 3.8442 0.27 0.08 -0.25
H 12.2043 5.3291 2.1342 0.04 -0.06 0.08
H 10.5269 6.9064 4.2604 0.75 -0.69 0.67
H 10.0132 6.4416 2.7764 0.08 -0.08 -0.59
H 11.4765 7.8628 1.6431 0.69 0.20 -0.12
H 12.4468 8.3527 3.0831 0.22 -0.64 0.04
H 12.2233 10.5503 2.7150 -0.04 0.22 0.03
H 11.2884 10.4148 1.2056 0.16 -0.76 0.09
H 10.8737 12.5834 1.9878 0.32 0.05 0.29
H 9.3876 11.7715 2.0648 0.02 -0.53 -0.38
H 11.1288 12.2695 4.4045 0.26 0.04 0.33
H 9.6179 13.0114 4.1417 -0.53 -0.33 0.05
H 9.3400 11.0011 5.7315 0.30 -0.21 -0.04
H 8.6255 10.6590 4.1667 -0.60 0.28 0.39
H 11.2743 9.4819 4.9198 0.06 -0.24 -0.06
H 9.6712 8.6776 4.7578 0.24 0.11 0.04
H 8.6421 9.8755 2.2269 0.16 -0.35 -0.37
H 8.7040 8.0938 2.4598 0.21 0.24 0.66
H 9.5383 8.6922 1.1087 -0.01 0.67 -0.12
C -2.7405 6.1914 -6.3276 -0.76 0.30 0.23
C -2.2851 7.5177 -5.6750 0.03 -0.52 0.31
C -1.1137 7.3018 -4.7405 1.19 0.48 -1.17
N -0.2928 8.5716 -4.4327 -0.63 0.47 1.63
C 0.8236 8.1706 -3.4359 1.26 0.27 -0.54
C 1.9920 7.4521 -4.0847 0.33 -0.59 -1.62
C 2.5115 8.3185 -5.2565 0.72 0.74 1.33
C 1.4883 8.6506 -6.2758 -0.72 -1.12 -1.86
C 0.3124 9.3538 -5.6810 -0.35 -0.68 1.82
C -1.1749 9.5849 -3.5533 0.85 -1.16 -1.63
H -3.7000 6.3386 -6.8233 -0.28 0.12 0.38
H -2.8670 5.4182 -5.5697 0.03 -0.14 -0.15
H -2.1602 5.8137 -7.1695 0.77 0.18 0.42
H -2.9932 7.8894 -4.9345 -1.00 0.37 -1.08
H -2.0499 8.1879 -6.5018 -0.15 0.43 0.40
H -0.4730 6.5961 -5.2693 0.55 -0.03 0.65
H -1.4561 6.9360 -3.7725 0.25 -0.20 -0.12
H 0.4375 7.6809 -2.5419 -0.51 -0.10 -0.40
H 1.3412 9.0668 -3.0941 -0.74 0.56 0.11
H 1.8006 6.4409 -4.4436 -0.41 -0.09 0.05
H 2.8574 7.3297 -3.4335 -0.40 0.18 0.55
H 3.4651 7.9505 -5.6353 -0.27 -0.14 -0.20
H 2.7216 9.2706 -4.7692 0.59 0.30 0.06
H 1.2710 7.7658 -6.8742 -0.74 -0.49 0.33
H 1.7590 9.2781 -7.1250 0.81 0.56 0.37
H -0.4670 9.6289 -6.3916 -0.10 -0.22 0.34
H 0.7285 10.2416 -5.2050 -0.34 0.25 -0.03
H -0.4920 10.4166 -3.3799 -0.49 0.09 0.07
H -1.4856 9.1092 -2.6231 0.33 -0.16 -0.12
H -2.0693 9.8179 -4.1311 0.28 0.34 -0.01
C 26.2637 -3.9024 5.3512 1.61 -1.56 -1.31
C 25.4716 -2.7813 5.9074 -1.28 0.10 0.87
C 24.2352 -2.5801 5.0079 -0.53 3.42 0.91
N 23.2071 -1.4657 5.5521 -1.10 0.42 0.35
C 23.7801 -0.0985 5.8459 1.56 -0.78 0.35
C 22.7717 0.9011 6.2865 -1.22 0.99 -1.03
C 21.6564 1.1454 5.2469 0.36 -0.28 -0.39
C 21.0786 -0.1681 4.7702 -1.15 -0.73 0.57
C 22.1255 -1.2663 4.4496 0.23 -0.06 0.31
C 22.5192 -1.9659 6.8689 0.44 -1.14 -2.47
H 27.0204 -4.3538 5.9929 -0.37 0.14 0.54
H 26.8795 -3.6608 4.4849 -0.06 0.80 -0.15
H 25.6983 -4.7247 4.9129 -0.53 -0.09 0.55
H 26.0902 -1.9029 6.0913 -0.12 0.36 -0.88
H 25.1726 -2.9709 6.9383 -0.36 -0.62 0.01
H 23.5396 -3.3948 4.8065 0.69 -0.35 0.09
H 24.5497 -2.0476 4.1103 0.05 -0.66 -0.41
H 24.3887 0.2832 5.0261 -0.19 -0.37 -0.39
H 24.4614 -0.2700 6.6792 0.23 0.05 -0.04
H 23.2251 1.8916 6.3240 0.50 -0.26 0.84
H 22.3680 0.5628 7.2408 -0.14 0.56 0.07
H 21.9796 1.6631 4.3438 0.92 0.07 0.05
H 20.9338 1.8735 5.6152 -0.36 -0.54 0.36
H 20.3900 0.0035 3.9429 0.53 -0.20 -0.60
H 20.3300 -0.5138 5.4831 0.29 -0.42 0.45
H 22.6481 -1.0335 3.5218 0.34 0.26 0.16
H 21.7426 -2.2730 4.2825 -0.61 0.19 0.16
H 22.3105 -2.9965 6.5817 -0.04 -0.23 0.51
H 21.5282 -1.5251 6.9778 0.57 0.44 0.44
H 23.2559 -1.9580 7.6721 -0.48 0.41 0.04
C 6.2104 18.5903 -7.8721 1.24 -0.60 0.53
C 7.0429 17.3652 -7.2643 -0.43 0.76 -1.14
C 8.4739 17.3396 -7.8579 -0.65 -0.76 1.00
N 9.3578 16.1644 -7.2996 -0.29 1.36 1.94
C 10.8145 16.3554 -7.8299 -0.47 -1.07 -0.45
C 10.9394 15.8317 -9.2531 0.27 0.01 0.47
C 10.4917 14.3410 -9.3396 -0.25 1.69 -0.35
C 8.9815 14.3188 -8.9937 -0.17 0.42 0.80
C 8.7573 14.7629 -7.4832 2.02 -1.01 -2.06
C 9.5080 16.3542 -5.7491 -0.29 0.41 -0.93
H 6.4938 18.6994 -8.9189 -0.64 -0.51 -0.32
H 6.4519 19.5962 -7.5287 0.21 -0.21 0.80
H 5.1509 18.4162 -7.6843 0.12 0.03 -0.42
H 6.5173 16.4919 -7.6505 0.01 -0.15 0.08
H 6.9840 17.2912 -6.1784 0.18 0.36 -0.07
H 8.9944 18.2723 -7.6404 0.22 -0.19 0.08
H 8.3682 17.2401 -8.9382 0.36 -0.21 0.08
H 11.1532 17.3894 -7.7649 -0.75 0.20 0.21
H 11.4597 15.8060 -7.1442 -0.13 -0.28 -0.10
H 10.4166 16.4984 -9.9387 -0.71 -0.28 -0.04
H 11.9526 16.0492 -9.5913 0.38 -0.62 0.31
H 10.7577 14.0425 -10.3536 -0.52 -0.45 0.05
H 11.0645 13.7240 -8.6472 0.00 0.00 0.04
H 8.4080 15.0328 -9.5849 0.25 0.19 -0.36
H 8.4935 13.3757 -9.2398 0.19 -0.21 0.55
H 7.7426 14.5833 -7.1280 0.01 0.97 -0.02
H 9.4035 14.1349 -6.8699 -0.01 -0.06 0.09
H 8.5747 16.1570 -5.2218 -0.07 0.21 -0.36
H 9.8400 17.3861 -5.6350 -0.15 -0.07 0.27
H 10.2479 15.6859 -5.3085 0.10 -0.11 -0.59
C 14.8775 11.1244 15.6660 -0.68 1.48 0.26
C 13.6750 12.1620 15.5943 -0.44 0.02 0.41
C 13.6822 13.0766 14.3564 -0.54 -0.14 -0.95
N 12.4038 13.9502 13.9485 0.00 -2.34 0.86
C 12.7027 14.5210 12.5501 -0.08 1.21 -0.58
C 11.9032 15.8222 12.1569 0.53 -0.81 0.61
C 11.8512 16.8390 13.3489 -0.59 0.00 -1.82
C 11.2743 16.1523 14.5358 0.61 -0.52 0.73
C 12.2110 15.0080 15.0346 -1.04 0.90 -1.57
C 11.1494 12.9689 13.9055 0.28 1.11 0.28
H 14.7954 10.3302 14.9239 0.01 0.17 0.06
H 14.9326 10.7093 16.6723 -0.43 -0.21 -0.11
H 15.8270 11.6545 15.5909 0.04 -0.01 -0.48
H 13.6166 12.8039 16.4733 0.71 0.09 0.22
H 12.7287 11.6379 15.7280 -0.03 -0.39 -0.63
H 13.8062 12.4859 13.4488 0.30 -0.08 0.05
H 14.4811 13.8150 14.4247 0.02 -0.09 -0.08
H 13.7391 14.8005 12.3605 0.44 -0.08 1.39
H 12.6433 13.7373 11.7949 -0.85 -0.30 0.33
H 12.4032 16.2539 11.2898 0.27 -0.04 0.10
H 10.9538 15.4867 11.7396 -0.49 0.45 0.58
H 12.7953 17.3601 13.5083 0.33 -0.46 0.14
H 11.1665 17.6511 13.1042 -0.07 0.00 -0.33
H 11.1385 16.8700 15.3448 -0.01 -0.18 0.20
H 10.2829 15.8265 14.2208 -0.07 -0.42 0.42
H 13.2088 15.4307 15.1520 -0.08 -0.04 0.48
H 11.7809 14.5775 15.9389 0.49 -0.36 -0.15
H 10.8084 12.7125 14.9085 0.41 0.48 0.21
H 11.3203 11.9950 13.4467 0.63 0.46 -0.51
H 10.3248 13.5014 13.4316 0.23 -0.07 -0.20
C 17.2120 18.4035 0.2093 -0.02 0.06 -1.06
C 17.6304 18.1579 1.6160 -0.84 -0.93 1.68
C 17.7949 19.4579 2.4160 0.87 -0.51 0.27
N 18.0243 19.2452 3.9594 -2.38 0.57 -0.35
C 19.0797 18.1357 4.1061 -0.63 1.05 2.18
C 19.5960 18.0220 5.5928 -0.18 -0.17 -0.82
C 19.9500 19.3759 6.1938 -0.69 0.77 -0.81
C 18.7702 20.4146 6.1077 0.23 -0.83 0.92
C 18.3254 20.6008 4.6967 1.87 -1.21 -1.80
C 16.6688 18.8438 4.5646 1.19 -0.76 -0.26
H 16.1719 18.7262 0.1631 0.06 0.26 -0.04
H 17.2617 17.4866 -0.3781 0.05 -0.05 0.11
H 17.8537 19.1219 -0.3009 -0.06 0.15 -0.03
H 18.4520 17.4492 1.7200 0.55 0.63 -0.37
H 16.8455 17.5504 2.0667 -0.39 0.08 0.16
H 16.9596 20.1380 2.2492 -0.11 -0.11 0.36
H 18.6766 19.9197 1.9717 0.24 0.40 0.58
H 19.8761 18.4485 3.4308 0.07 -0.33 0.06
H 18.5777 17.2116 3.8195 0.32 0.12 -0.17
H 20.4364 17.3351 5.4925 0.38 0.28 0.18
H 18.9459 17.4745 6.2752 -0.56 0.04 -0.36
H 20.6829 19.8476 5.5392 0.50 -0.06 0.08
H 20.3946 19.3191 7.1874 -0.27 -0.11 -0.04
H 19.1626 21.3559 6.4924 -0.10 0.19 -0.24
H 17.8708 20.2337 6.6962 0.28 -0.49 0.50
H 19.2132 20.8766 4.1277 -0.19 0.94 -0.15
H 17.4793 21.2801 4.5930 0.12 -0.22 -0.36
H 16.8199 18.7335 5.6384 -0.15 -0.05 -0.16
H 16.4053 17.8747 4.1409 -0.28 0.19 0.11
H 15.9303 19.6185 4.3587 0.16 -0.14 -0.11
C 6.4761 21.5375 4.9702 -1.77 -1.65 0.36
C 7.1800 22.2208 3.8558 3.09 -0.04 0.00
C 6.3622 22.5875 2.6533 -1.29 0.83 -0.59
N 6.9909 23.2407 1.4138 2.01 -1.19 -1.34
C 5.9849 23.2799 0.2181 -0.82 0.62 1.10
C 6.3483 24.1792 -0.9407 0.52 0.20 -0.30
C 6.8134 25.5349 -0.4634 0.55 0.39 0.30
C 7.8304 25.4843 0.6771 2.03 -0.06 -1.06
C 7.4490 24.6057 1.8148 -2.46 0.63 -0.53
C 8.2417 22.4414 0.9137 -1.64 1.48 0.75
H 5.4849 21.9349 5.1885 0.00 0.38 -0.06
H 6.9889 21.4863 5.9307 0.39 0.32 -0.32
H 6.2721 20.5028 4.6948 -0.04 -0.16 0.05
H 8.0505 21.6346 3.5616 -0.15 -0.71 -0.20
H 7.7427 22.9993 4.3711 -0.49 1.18 -0.62
H 5.6867 23.3453 3.0504 -0.48 0.04 -0.52
H 5.7657 21.7937 2.2037 0.09 -0.40 0.57
H 5.0990 23.7042 0.6907 -0.23 -0.13 0.02
H 5.7220 22.2881 -0.1499 0.39 -0.24 0.58
H 5.4802 24.4114 -1.5578 -0.39 -0.60 0.22
H 7.0248 23.7024 -1.6500 0.39 -0.04 0.24
H 5.9251 26.0869 -0.1562 0.01 0.19 0.19
H 7.2625 26.0852 -1.2902 -0.12 0.07 0.01
H 8.0884 26.4826 1.0307 -0.44 0.05 0.28
H 8.8036 25.1528 0.3150 0.16 -0.09 -0.53
H 6.4755 25.0609 1.9968 -0.03 0.08 1.58
H 8.1250 24.5253 2.6661 -0.21 0.17 -0.16
H 8.9153 22.5455 1.7643 0.19 -0.98 -0.28
H 8.6655 23.0029 0.0811 -0.18 -0.25 -0.03
H 7.8226 21.4847 0.6019 0.77 -0.21 0.35
C 3.6733 4.2151 5.7932 -0.63 -0.04 0.52
C 3.6850 2.6649 5.8033 0.91 0.56 -0.34
C 5.0808 1.9502 5.7481 -1.01 -1.22 -0.44
N 4.9637 0.3681 5.9500 -0.11 -0.37 0.58
C 4.8120 0.1056 7.5154 0.40 -2.20 -0.69
C 4.8179 -1.4488 7.7952 0.28 0.66 -0.28
C 6.1195 -2.0866 7.2703 -0.28 0.07 -1.53
C 6.2450 -1.8809 5.6986 -0.36 0.92 0.23
C 6.2246 -0.2996 5.3983 0.74 -1.34 1.34
C 3.8063 -0.2924 5.1715 -1.15 1.71 1.14
H 3.7045 4.7097 4.8223 0.83 -0.25 0.00
H 4.2979 4.6597 6.5680 0.45 0.03 -0.41
H 2.6738 4.4903 6.1298 -0.20 -0.08 0.07
H 3.1505 2.3893 4.8942 -0.19 -0.37 0.24
H 3.0902 2.4451 6.6899 0.25 -0.71 -0.05
H 5.8594 2.2510 6.4491 -0.38 0.11 0.26
H 5.5161 2.0348 4.7524 -0.15 0.18 -0.07
H 5.6973 0.4105 8.0734 0.20 0.75 -0.70
H 3.9520 0.6249 7.9384 -0.10 -0.03 -0.57
H 4.7391 -1.6097 8.8704 0.05 0.28 0.09
H 3.9508 -1.9581 7.3747 -0.02 0.07 -0.11
H 7.0224 -1.6722 7.7187 -0.11 0.48 0.10
H 6.1953 -3.1350 7.5588 -0.36 -0.12 -0.31
H 7.1118 -2.4112 5.3041 0.73 0.85 0.28
H 5.5269 -2.3855 5.0522 -0.81 0.06 0.60
H 7.0748 0.0778 5.9666 -0.05 0.40 -0.03
H 6.3373 0.0377 4.3679 -0.18 -0.43 -0.04
H 3.6138 -1.3433 5.3872 0.82 0.23 -0.01
H 3.7993 -0.0790 4.1026 0.81 -0.09 0.08
H 2.9225 0.2302 5.5373 -0.14 -0.09 0.05
B 7.1910 2.1690 -1.7222 0.78 -1.29 0.53
F 6.0033 2.1181 -0.9857 -0.57 0.21 0.54
F 7.9373 3.2789 -1.4723 0.23 2.44 0.31
F 8.0587 1.1368 -1.3390 -0.04 -1.32 0.36
F 6.9008 2.0383 -3.0479 -0.56 0.08 -1.63
B 14.7859 9.9047 -4.0784 0.48 0.02 0.00
F 15.8412 9.3815 -3.3357 0.17 -0.56 0.54
F 13.6189 9.2081 -4.0510 -1.44 -2.09 0.24
F 14.4322 11.1265 -3.5895 -0.06 2.73 1.13
F 15.1929 10.0387 -5.3763 0.71 0.14 -1.90
B 3.4218 15.1748 -0.6262 -0.16 -0.67 0.53
F 3.0997 14.2608 0.3475 -0.10 -1.13 1.34
F 3.9866 14.4837 -1.6759 0.95 -0.51 -1.42
F 2.2790 15.7795 -1.0158 -2.09 1.22 -1.14
F 4.2641 16.1317 -0.1271 1.53 1.15 0.50
B 3.2777 14.7223 10.6744 -1.99 -1.33 0.20
F 4.3806 15.2780 11.3578 -0.45 -0.04 -0.39
F 2.4029 15.6343 10.0671 0.71 1.22 -0.27
F 3.6302 13.7647 9.7252 1.30 0.02 -0.72
F 2.3837 13.9847 11.5162 0.57 0.18 1.17